Formula: C10H18F3N4O3S
Source: OMol25
Level of theory: ωB97M-V/def2-TZVPD

orbital gap	8.832	eV
SMILES string	CC(C)C[C@H](C)COn1c(S(C)(=O)=O)nn[n+]1C(F)(F)F
energy above the lowest of the compared OMol25 structures with the same formula, charge and spin	99.1	kcal per mole
charge	+1
E_HOMO	-14.0	eV
maximum force	0.7	eV/Å
calculated total energy	-1533.9248	hartree
spin multiplicity	1

Last columns: bonded neighbours and bond lengths (Å).
Atoms and positions in Å:
1 C -0.483 2.498 1.320  C2 1.538, H22 1.093, H23 1.092, H24 1.090
2 C -0.265 2.698 -0.189  C1 1.538, C3 1.541, C4 1.537, H25 1.093
3 C 1.147 2.267 -0.632  C2 1.541, H26 1.093, H27 1.090, H28 1.093
4 C -1.355 2.110 -1.099  C2 1.537, C5 1.543, H29 1.096, H30 1.094
5 C -1.833 0.653 -0.925  C4 1.543, C6 1.546, C7 1.519, H31 1.098
6 C -2.829 0.466 0.242  C5 1.546, H32 1.087, H33 1.092, H34 1.087
7 C -0.787 -0.446 -0.995  C5 1.519, O8 1.502, H35 1.094, H36 1.089
8 O 0.042 -0.545 0.254  C7 1.502, N9 1.339
9 N 0.463 -1.799 0.462  O8 1.339, C10 1.330, N17 1.347
10 C 1.418 -2.532 -0.105  N9 1.330, S11 1.835, N15 1.345
11 S 2.637 -2.063 -1.392  C10 1.835, C12 1.763, O13 1.428, O14 1.420
12 C 3.482 -0.697 -0.667  S11 1.763, H37 1.090, H38 1.091, H39 1.085
13 O 1.828 -1.638 -2.489  S11 1.428
14 O 3.492 -3.197 -1.435  S11 1.420
15 N 1.363 -3.772 0.413  C10 1.345, N16 1.300
16 N 0.420 -3.792 1.307  N15 1.300, N17 1.298
17 N -0.129 -2.617 1.354  N9 1.347, N16 1.298, C18 1.511
18 C -1.253 -2.287 2.309  N17 1.511, F19 1.310, F20 1.311, F21 1.303
19 F -2.380 -2.383 1.648  C18 1.310
20 F -1.064 -1.064 2.742  C18 1.311
21 F -1.192 -3.164 3.271  C18 1.303
22 H -0.053 3.341 1.867  C1 1.093
23 H 0.011 1.599 1.695  C1 1.092
24 H -1.538 2.466 1.590  C1 1.090
25 H -0.314 3.776 -0.360  C2 1.093
26 H 1.809 2.123 0.226  C3 1.093
27 H 1.123 1.358 -1.233  C3 1.090
28 H 1.609 3.033 -1.259  C3 1.093
29 H -1.031 2.251 -2.136  C4 1.096
30 H -2.251 2.727 -0.985  C4 1.094
31 H -2.392 0.426 -1.842  C5 1.098
32 H -3.139 1.425 0.647  C6 1.087
33 H -3.734 -0.038 -0.104  C6 1.092
34 H -2.422 -0.128 1.056  C6 1.087
35 H -1.278 -1.416 -1.120  C7 1.094
36 H -0.099 -0.309 -1.827  C7 1.089
37 H 3.261 -0.618 0.397  C12 1.090
38 H 4.539 -0.921 -0.823  C12 1.091
39 H 3.179 0.207 -1.185  C12 1.085